Version i
A cluster of 3 separate species, C2H12N2O2 in total. Source: the OMol25 dataset; level of theory: ωB97M-V with the def2-TZVPD basis set.

Last column: Löwdin charge in e.
Cartesian coordinates (Å):
N 0.00627 -0.11291 -1.61541  -0.02
C -0.11533 -1.14987 -0.57198  -0.29
C 0.48608 -0.74774 0.77997  -0.30
N 1.84092 -0.20026 0.70358  -0.01
H 0.79327 -0.32996 -2.21904  0.05
H 0.26123 0.77534 -1.19998  0.05
H -1.17305 -1.28710 -0.37407  0.09
H 0.37672 -2.04210 -0.95874  0.10
H 0.38681 -1.62315 1.43559  0.10
H -0.15107 0.03666 1.21839  0.11
H 2.53453 -0.93647 0.72634  0.06
H 2.03056 0.39049 1.50157  0.05
H 3.14688 2.26759 3.62334  0.03
H 2.29644 2.66368 4.83031  0.03
O 2.37875 2.79217 3.88100  -0.06
H -4.27997 -0.41080 -3.86003  0.03
H -5.79140 -0.16107 -3.68100  0.03
O -5.02765 0.07549 -4.21985  -0.06

Properties
total charge = 0
lowest unoccupied orbital energy = 0.0234 hartree
SMILES string = NCCN.O.O
HOMO energy = -0.3343 Eh

=====

Version ii
A cluster of 4 separate species, C2H12N2O2 in total. Source: the OMol25 dataset; level of theory: ωB97M-V with the def2-TZVPD basis set.

Last column: Löwdin charge in e.
Cartesian coordinates (Å):
N -2.14987 -0.28624 -0.24528  0.18
C -0.83625 0.17189 -0.66772  -0.34
C 0.12564 -0.70977 -1.47273  -0.05
N -0.64106 -0.41463 2.03885  0.04
H 1.15390 -0.14533 1.60091  -0.05
H -2.89177 0.00591 -0.95656  0.11
H -1.22341 1.07795 -1.21755  0.14
H -0.22683 0.57424 0.09173  0.06
H -0.41523 -1.42355 -2.08094  0.07
H 0.75322 -1.25389 -0.87898  0.04
H -1.03636 -1.02208 2.70464  0.02
H -0.64496 0.53153 2.40746  0.06
H 2.08478 0.28869 0.35645  -0.02
H 0.84231 -0.07278 -2.16103  0.13
O 2.07389 -0.20884 1.27604  -0.14
H 2.47574 2.02561 -1.20937  0.05
H -1.37760 -0.33941 1.27313  -0.02
O 1.93386 1.20068 -0.85905  -0.28

Properties
total charge = 0
lowest unoccupied orbital energy = -0.1757 hartree
HOMO energy = -0.3197 Eh

=====

Most stable: version i. Least stable: version ii.

=====

Version i
A cluster of 8 separate species, C18H52O8 in total. Source: the OMol25 dataset; level of theory: ωB97M-V with the def2-TZVPD basis set.

Last column: Löwdin charge in e.
Cartesian coordinates (Å):
C -3.24426 1.11755 2.10384  -0.07
C -3.40386 2.45955 2.77857  -0.29
O -2.98718 3.44966 1.83552  -0.11
H -3.50972 0.33811 2.82266  0.08
H -2.20206 0.91081 1.86045  0.05
H -3.87551 1.02827 1.22275  0.08
H -2.79128 2.57042 3.68246  0.11
H -4.43508 2.68570 3.07535  0.11
H -3.15754 4.35314 2.11417  0.10
C 1.86505 -1.80923 -2.21975  -0.08
C 1.62441 -0.59984 -3.09312  -0.31
O 2.17767 -0.80810 -4.40325  -0.08
H 1.32169 -2.67761 -2.60424  0.08
H 1.47500 -1.59141 -1.21909  0.06
H 2.90744 -2.11312 -2.14213  0.07
H 2.10822 0.27876 -2.66649  0.10
H 0.55706 -0.37440 -3.16779  0.07
H 1.75413 -1.61111 -4.72556  0.08
C -3.71704 -2.87932 -1.45631  -0.09
C -2.54196 -2.00836 -1.13238  -0.33
O -1.61330 -2.69274 -0.29763  -0.10
H -4.50580 -2.31867 -1.97795  0.07
H -4.23673 -3.21554 -0.55513  0.08
H -3.60736 -3.73050 -2.12967  0.07
H -2.85732 -1.05579 -0.68954  0.11
H -1.99218 -1.71142 -2.03980  0.08
H -1.02354 -2.01816 0.07327  0.02
O -0.23793 -0.38746 0.80130  -0.06
H 0.63652 -0.49850 1.23276  0.02
H -0.06908 0.22340 0.07404  0.03
C 4.58772 -1.18709 0.66368  -0.04
C 3.72355 -0.07810 1.29395  -0.46
C 3.63974 1.12275 0.37542  -0.04
O 2.42886 -0.59042 1.56876  -0.08
H 4.33295 -2.17451 1.05225  0.06
H 5.66113 -1.03968 0.77759  0.08
H 4.35349 -1.25184 -0.40381  0.06
H 4.26417 0.14498 2.22035  0.14
H 2.90949 1.80888 0.82164  0.06
H 3.19540 0.81266 -0.57188  0.07
H 4.56140 1.67720 0.23698  0.09
H 2.54827 -1.28837 2.24199  0.06
C 0.26209 3.24932 1.46743  -0.04
C 0.11260 4.13988 0.22779  -0.44
C 0.99731 3.63217 -0.89011  -0.05
O -1.23597 4.05343 -0.28159  -0.09
H -0.21111 3.76657 2.30453  0.08
H 1.29144 3.02996 1.75520  0.07
H -0.19264 2.27958 1.26263  0.06
H 0.28146 5.19458 0.45594  0.13
H 0.69756 4.12093 -1.81847  0.09
H 0.86912 2.55795 -1.04683  0.07
H 2.05314 3.77643 -0.65099  0.08
H -1.84367 3.84268 0.45305  0.05
C 0.53415 -3.36800 2.62173  -0.05
C 1.92333 -3.86220 2.96563  -0.45
C 2.55388 -4.62731 1.81247  -0.05
O 2.77569 -2.76157 3.37105  -0.08
H -0.18753 -4.17426 2.74790  0.09
H 0.48592 -3.02974 1.58165  0.06
H 0.14160 -2.50879 3.16911  0.09
H 1.84322 -4.46897 3.87741  0.14
H 2.46755 -4.05380 0.88406  0.08
H 1.93128 -5.50189 1.59228  0.09
H 3.59047 -4.93146 1.93765  0.08
H 3.52178 -3.13751 3.84415  0.10
C -3.96573 1.62976 -2.67994  -0.05
C -2.52055 1.92839 -2.34617  -0.49
C -1.52651 0.85756 -2.73331  -0.06
O -2.20742 3.20658 -2.87789  -0.05
H -4.36589 0.81527 -2.07390  0.07
H -4.06877 1.36398 -3.73784  0.08
H -4.60490 2.50227 -2.55257  0.08
H -2.44725 1.94039 -1.25112  0.12
H -0.95801 0.97546 -3.66351  0.09
H -2.00576 -0.08953 -3.02759  0.06
H -0.83733 0.62216 -1.92229  0.05
H -1.77917 3.75918 -2.21178  0.05

Properties
total charge = 0
lowest unoccupied orbital energy = 0.0178 hartree
SMILES string = CC(C)O.CC(C)O.CC(C)O.CC(C)O.CCO.CCO.CCO.O
HOMO energy = -0.3478 Eh

=====

Version ii
A cluster of 8 separate species, C18H52O8 in total. Source: the OMol25 dataset; level of theory: ωB97M-V with the def2-TZVPD basis set.

Last column: Löwdin charge in e.
Cartesian coordinates (Å):
C -1.67019 2.09762 -4.50155  -0.17
O -2.80319 1.92362 -3.70455  -0.13
H -1.33919 3.15262 -4.46155  0.09
H -1.80119 1.79262 -5.56355  0.09
H -0.86319 1.41562 -4.10255  0.08
H -3.58419 2.12462 -4.21655  0.09
C -2.07219 4.25162 -0.38155  -0.10
O -1.97419 4.12162 -1.85655  -0.14
H -1.06419 4.38762 0.05945  0.08
H -2.43019 3.34462 0.00145  0.02
H -2.75919 5.05962 -0.12855  0.08
H -1.81119 3.19562 -2.13455  0.03
C -3.65919 0.75562 -0.70255  -0.16
O -4.69419 1.02462 -1.64455  -0.10
H -2.72419 0.88962 -1.20455  0.04
H -3.61119 -0.23638 -0.35555  0.06
H -3.62019 1.47762 0.11045  0.07
H -4.61419 0.37962 -2.35855  0.07
C -2.92419 -0.12538 2.57145  -0.02
C -1.82919 0.68462 3.21045  -0.59
C -0.56119 -0.21838 3.33745  -0.01
O -1.50419 1.73962 2.59545  0.03
H -3.10219 -1.12138 3.06145  0.12
H -2.78119 -0.23638 1.54845  0.02
H -3.79019 0.49062 2.72345  0.08
H -2.10519 0.80162 4.20045  0.12
H 0.20581 0.12662 4.00045  0.05
H 0.01381 -0.39638 2.41945  0.06
H -0.81119 -1.20938 3.69945  0.08
H -2.33919 2.22362 2.45845  0.15
C -0.56119 -3.49038 -1.16955  -0.01
C -0.83819 -2.02338 -1.15555  -0.65
C -1.58719 -1.45838 -2.34155  -0.03
O -1.37919 -1.53638 -0.10855  0.00
H -1.45519 -4.05038 -1.11655  0.07
H 0.16981 -3.65838 -0.33055  0.10
H 0.01181 -3.64338 -2.08555  0.07
H 0.12281 -1.53438 -1.28855  0.09
H -1.46419 -0.43738 -2.31255  0.02
H -2.66519 -1.67638 -2.31955  0.10
H -1.13719 -1.85538 -3.27455  0.09
H -1.09019 -0.61138 -0.10355  0.06
C 1.68881 0.81062 0.70945  -0.01
C 0.53281 1.42362 -0.02955  -0.64
C 0.71181 1.34562 -1.51255  -0.01
O -0.61419 1.02662 0.19645  -0.01
H 2.64481 1.21762 0.40945  0.09
H 1.51281 -0.28738 0.65545  0.10
H 1.61881 1.19462 1.74645  0.07
H 0.44181 2.47162 0.20145  0.14
H -0.17819 1.62362 -2.07855  0.06
H 0.90181 0.34762 -1.89455  0.06
H 1.49181 1.97562 -1.82655  0.08
H -0.83619 1.21562 1.10745  0.07
C 3.24881 0.21962 4.07445  -0.04
C 2.87081 -1.07938 4.75445  -0.68
C 4.12681 -1.91038 5.02545  -0.03
O 2.33381 -0.93038 5.85045  0.03
H 3.81181 0.83062 4.77145  0.08
H 2.33481 0.84262 3.73845  0.08
H 3.86181 0.09962 3.20545  0.07
H 2.15181 -1.59638 4.09745  0.14
H 4.52081 -2.29238 4.13145  0.06
H 3.81981 -2.78738 5.56345  0.07
H 4.93181 -1.32138 5.47045  0.09
H 1.85281 -1.74438 6.04245  0.13
C 2.76681 -2.22738 -1.67855  -0.01
C 2.24681 -1.98438 -3.11055  -0.66
C 2.96781 -0.76638 -3.82055  -0.02
O 2.20481 -2.94438 -3.83455  0.04
H 2.19881 -2.88538 -1.06155  0.05
H 2.68181 -1.32338 -1.10355  0.05
H 3.81081 -2.49538 -1.67055  0.08
H 1.16781 -1.73338 -3.03355  0.11
H 2.70381 -0.61938 -4.88255  0.08
H 4.02681 -0.79738 -3.68255  0.06
H 2.62481 0.22162 -3.38355  0.07
H 1.31381 -3.08238 -4.22155  0.15

Properties
total charge = 0
lowest unoccupied orbital energy = 0.0184 hartree
SMILES string = CC(C)O.CC(C)O.CC(C)O.CC(C)O.CC(C)O.CO.CO.CO
HOMO energy = -0.3426 Eh

=====

Most stable: version i. Least stable: version ii.

=====

Version i
An isolated molecule of C3H2FOP. Source: the OMol25 dataset; level of theory: ωB97M-V with the def2-TZVPD basis set.

Last column: Löwdin charge in e.
Cartesian coordinates (Å):
C -1.00108 1.89254 -0.43278  0.15
C -0.15976 1.02331 -0.34569  -0.12
C 0.77040 -0.08186 -0.20108  -0.63
O 1.96056 0.08263 -0.29350  0.05
F 0.92629 -2.59732 0.94699  -0.41
P -0.13653 -1.77440 -0.02830  0.95
H -1.62856 2.68152 -0.79221  0.04
H -0.73132 -1.22641 1.14658  -0.04

Properties
total charge = 0
lowest unoccupied orbital energy = -0.0178 hartree
SMILES string = C#CC(=O)PF
HOMO energy = -0.3678 Eh

=====

Version ii
An isolated molecule of C3H2FOP. Source: the OMol25 dataset; level of theory: ωB97M-V with the def2-TZVPD basis set.

Last column: Löwdin charge in e.
Cartesian coordinates (Å):
C 1.30724 1.95502 -0.49056  0.18
C 0.63768 0.95565 -0.51964  -0.10
C -0.22140 -0.16469 -0.48347  -0.56
O -0.69242 -0.61217 -1.51404  0.04
F -1.89731 -2.00202 0.56019  -0.43
P -0.89169 -0.88748 1.28544  0.94
H 1.81716 2.78489 -0.22124  0.01
H -0.05926 -2.02921 1.38332  -0.06

Properties
total charge = 0
lowest unoccupied orbital energy = -0.0198 hartree
SMILES string = C#CC(=O)PF
HOMO energy = -0.3609 Eh

=====

Most stable: version i. Least stable: version ii.